{
  "formula": "C35H30BrCoGeN2O2",
  "method": "ωB97M-V/def2-TZVPD",
  "species": ["Co", "O", "C", "C", "C", "C", "C", "C", "C", "O", "N", "N", "C", "C", "Br", "C", "C", "C", "C", "C", "C", "C", "H", "H", "H", "H", "H", "H", "H", "H", "H", "H", "H", "H", "H", "H", "C", "Ge", "C", "C", "C", "C", "C", "C", "C", "C", "C", "C", "C", "C", "C", "C", "C", "C", "C", "C", "H", "H", "H", "H", "H", "H", "H", "H", "H", "H", "H", "H", "H", "H", "H", "H"],
  "xyz": [[0.836, 0.271, 0.204], [-1.857, 4.760, -1.793], [-0.947, 4.918, -0.775], [-0.793, 6.158, -0.166], [0.111, 6.332, 0.868], [0.873, 5.260, 1.295], [0.729, 4.032, 0.678], [-0.176, 3.833, -0.353], [-0.352, 2.422, -0.916], [0.812, 1.737, -0.955], [-1.326, 1.799, 0.009], [-1.118, 0.431, 0.212], [-1.106, 0.110, 1.644], [-1.000, -1.358, 1.821], [0.640, -2.016, 0.980], [-1.998, -2.149, 2.239], [-2.029, -3.578, 2.453], [-0.912, -4.313, 2.861], [-0.989, -5.680, 3.026], [-2.182, -6.353, 2.803], [-3.314, -5.630, 2.452], [-3.243, -4.261, 2.296], [-2.211, 5.629, -2.022], [-1.398, 6.995, -0.498], [0.207, 7.300, 1.340], [1.568, 5.372, 2.112], [1.327, 3.189, 0.984], [-0.804, 2.494, -1.932], [-2.296, 2.013, -0.210], [-2.026, 0.456, 2.148], [-2.938, -1.636, 2.423], [0.014, -3.801, 3.068], [-0.113, -6.225, 3.350], [-2.231, -7.427, 2.917], [-4.259, -6.140, 2.314], [-4.130, -3.705, 2.024], [0.180, 0.807, 2.111], [0.764, 0.320, 3.918], [2.278, -0.960, 4.113], [3.284, -0.972, 3.155], [4.452, -1.684, 3.351], [4.634, -2.411, 4.514], [3.628, -2.436, 5.464], [2.469, -1.707, 5.267], [-0.861, -0.096, 5.003], [-1.836, 0.897, 4.958], [-3.096, 0.698, 5.483], [-3.410, -0.518, 6.066], [-2.457, -1.521, 6.114], [-1.196, -1.312, 5.583], [1.530, 2.040, 4.557], [0.968, 2.809, 5.568], [1.396, 4.103, 5.807], [2.416, 4.646, 5.043], [3.014, 3.883, 4.052], [2.570, 2.596, 3.817], [-0.038, 1.884, 2.140], [3.141, -0.416, 2.236], [5.231, -1.668, 2.600], [5.557, -2.951, 4.682], [3.758, -3.015, 6.369], [1.704, -1.709, 6.030], [-1.596, 1.835, 4.473], [-3.837, 1.484, 5.416], [-4.405, -0.690, 6.453], [-2.707, -2.477, 6.553], [-0.476, -2.118, 5.602], [0.170, 2.389, 6.167], [0.920, 4.697, 6.578], [2.737, 5.666, 5.212], [3.811, 4.300, 3.448], [3.021, 2.007, 3.031]],
  "forces_ev_per_a": [[-1.124, 0.913, 0.454], [-0.184, -0.021, -0.197], [0.412, 0.058, 0.335], [-0.078, 0.126, -0.028], [-0.106, 0.079, -0.032], [0.125, 0.026, 0.120], [-0.009, 0.058, -0.131], [-0.257, 0.130, -0.407], [-0.568, 0.292, -0.532], [0.754, 0.160, -0.398], [-0.249, 0.727, 0.938], [0.838, -1.638, -0.789], [0.077, 1.135, 0.206], [-0.836, -0.647, -0.416], [-0.432, -0.595, 0.447], [0.646, 0.817, -0.139], [-0.073, -0.830, 0.128], [-0.184, 0.285, -0.093], [-0.052, -0.296, 0.064], [-0.005, 0.056, 0.013], [-0.008, -0.275, 0.083], [0.247, 0.244, -0.089], [0.094, -0.219, 0.112], [-0.060, 0.061, -0.058], [0.006, 0.080, 0.026], [0.091, 0.031, 0.090], [0.057, -0.135, 0.015], [0.141, 0.024, 0.185], [0.200, -0.201, -0.222], [-0.010, -0.229, 0.055], [0.112, 0.132, 0.145], [0.150, 0.094, -0.006], [0.063, -0.048, -0.018], [-0.019, -0.059, 0.034], [-0.016, -0.009, -0.036], [-0.038, 0.067, -0.024], [0.263, -0.565, 0.621], [0.054, 0.403, -0.439], [-0.574, 0.341, 0.022], [-0.115, 0.114, -0.241], [0.183, -0.006, -0.075], [0.073, -0.098, 0.032], [0.178, -0.171, 0.193], [-0.212, 0.020, 0.100], [0.584, 0.041, -0.289], [0.253, 0.161, -0.119], [-0.218, 0.061, 0.047], [-0.153, -0.016, -0.016], [-0.154, -0.185, 0.135], [0.218, 0.011, -0.019], [-0.207, -0.304, 0.035], [-0.133, -0.246, 0.028], [0.042, 0.257, 0.104], [0.002, 0.114, 0.060], [0.149, 0.144, -0.010], [-0.052, -0.228, -0.086], [0.173, -0.233, -0.002], [0.005, 0.055, -0.059], [0.030, 0.015, -0.073], [0.015, -0.065, -0.012], [-0.011, -0.005, 0.056], [-0.044, -0.014, 0.148], [-0.071, 0.115, -0.052], [-0.047, 0.026, 0.026], [-0.045, -0.031, 0.079], [-0.004, -0.073, 0.016], [0.051, -0.121, -0.003], [-0.089, 0.043, 0.062], [0.034, -0.013, 0.017], [0.032, 0.052, 0.024], [0.000, -0.002, 0.014], [0.085, 0.011, -0.160]],
  "multiplicity": 2,
  "homo_ev": [-3.291, -3.487],
  "total_charge": -1,
  "gap_ev": [5.9, 6.1],
  "lumo_ha": [0.095, 0.095],
  "energy_ha": -7645.3184,
  "max_force_ha_per_bohr": 0.0389
}

{
  "formula": "C35H30Cl2N2O3SiTc",
  "method": "ωB97M-V/def2-TZVPD",
  "species": ["Tc", "Cl", "C", "C", "C", "Cl", "C", "O", "C", "C", "O", "C", "H", "H", "H", "C", "C", "C", "C", "C", "C", "C", "C", "H", "H", "H", "H", "H", "N", "C", "N", "O", "H", "H", "H", "H", "C", "C", "C", "C", "C", "C", "Si", "C", "C", "C", "C", "C", "C", "H", "H", "H", "H", "H", "H", "H", "H", "H", "H", "H", "C", "C", "C", "C", "C", "C", "C", "H", "H", "H", "H", "H", "H", "H"],
  "xyz": [[-0.269, -0.549, 0.179], [-1.231, 6.251, -0.491], [-0.517, 4.691, -0.201], [0.152, 4.484, 1.007], [0.738, 3.241, 1.213], [1.627, 2.971, 2.678], [0.663, 2.233, 0.273], [1.337, 1.031, 0.478], [-0.079, 2.419, -0.934], [-0.308, 1.396, -1.879], [-0.034, 0.135, -1.687], [-0.637, 3.709, -1.147], [0.226, 5.260, 1.752], [-0.770, 1.662, -2.828], [-1.185, 3.900, -2.060], [-1.891, -1.688, -0.197], [-2.903, -2.345, -0.385], [-4.091, -3.115, -0.605], [-5.141, -2.615, -1.379], [-6.285, -3.370, -1.582], [-6.405, -4.630, -1.012], [-5.368, -5.136, -0.240], [-4.219, -4.389, -0.041], [-5.046, -1.630, -1.817], [-7.089, -2.970, -2.186], [-7.301, -5.216, -1.172], [-5.453, -6.120, 0.204], [-3.401, -4.786, 0.549], [-1.768, -2.401, 2.707], [-0.885, -1.476, 3.066], [-0.512, -1.386, 4.366], [-0.366, -0.671, 2.250], [-1.961, -3.184, 3.307], [-1.973, -2.482, 1.709], [-1.072, -1.811, 5.083], [0.039, -0.583, 4.613], [5.103, -0.956, 3.935], [3.719, -0.860, 3.902], [3.086, -0.280, 2.811], [3.825, 0.209, 1.735], [5.217, 0.105, 1.783], [5.854, -0.470, 2.873], [3.033, 0.998, 0.249], [3.448, 0.093, -1.315], [3.070, 0.636, -2.545], [3.357, -0.022, -3.731], [4.043, -1.229, -3.703], [4.441, -1.775, -2.492], [4.145, -1.116, -1.307], [5.596, -1.409, 4.785], [3.131, -1.247, 4.726], [2.004, -0.212, 2.792], [5.818, 0.475, 0.958], [6.934, -0.541, 2.894], [3.394, 2.424, 0.124], [2.533, 1.578, -2.580], [3.046, 0.405, -4.676], [4.268, -1.744, -4.628], [4.976, -2.715, -2.469], [4.453, -1.557, -0.365], [1.118, -2.117, 0.149], [0.730, -3.356, 0.881], [1.234, -3.599, 2.160], [0.843, -4.713, 2.892], [-0.054, -5.622, 2.350], [-0.540, -5.410, 1.063], [-0.154, -4.294, 0.339], [1.256, -2.298, -0.922], [2.067, -1.752, 0.552], [1.943, -2.897, 2.587], [1.251, -4.877, 3.882], [-0.353, -6.499, 2.910], [-1.220, -6.127, 0.619], [-0.556, -4.124, -0.651]],
  "forces_ev_per_a": [[-0.086, 0.115, -0.007], [0.005, -0.013, 0.002], [0.039, 0.007, 0.080], [-0.038, -0.010, -0.080], [-0.011, 0.064, -0.002], [-0.002, -0.021, 0.000], [-0.008, -0.070, -0.085], [0.096, 0.106, 0.093], [0.003, 0.063, 0.060], [0.014, 0.131, 0.162], [0.063, -0.363, -0.175], [0.012, -0.050, -0.001], [0.002, 0.003, -0.001], [-0.014, 0.011, 0.011], [-0.003, -0.002, 0.003], [0.076, -0.011, -0.023], [-0.060, 0.088, -0.059], [0.039, -0.046, 0.026], [-0.003, 0.004, 0.002], [0.002, 0.002, -0.003], [0.002, -0.004, 0.004], [0.004, 0.000, -0.012], [0.000, -0.005, 0.014], [-0.002, 0.000, -0.001], [0.001, 0.000, -0.001], [-0.001, 0.001, 0.001], [-0.001, -0.001, 0.002], [-0.013, 0.009, -0.006], [-0.029, 0.058, 0.079], [-0.028, -0.163, 0.024], [-0.005, 0.032, -0.037], [0.002, 0.106, 0.062], [0.018, -0.011, 0.017], [-0.025, -0.013, 0.024], [0.002, -0.007, 0.002], [-0.015, -0.006, 0.005], [-0.007, 0.001, -0.010], [0.002, -0.018, -0.002], [-0.029, -0.024, 0.026], [-0.053, -0.010, -0.028], [0.035, 0.006, -0.005], [-0.014, 0.005, 0.005], [-0.040, 0.001, 0.007], [0.081, -0.006, 0.012], [-0.014, -0.012, -0.007], [-0.002, 0.015, 0.010], [0.010, -0.004, -0.004], [0.000, -0.001, -0.007], [-0.042, 0.001, 0.001], [0.000, 0.001, 0.001], [0.006, 0.005, 0.003], [-0.020, 0.012, -0.023], [-0.001, -0.001, 0.003], [0.002, 0.000, -0.001], [-0.005, 0.002, -0.029], [-0.012, 0.005, -0.002], [0.001, 0.001, -0.001], [-0.003, -0.002, 0.000], [0.001, 0.001, -0.001], [-0.013, -0.009, -0.002], [-0.004, 0.021, -0.137], [0.045, 0.033, 0.011], [-0.010, -0.010, 0.015], [0.023, 0.010, -0.005], [-0.009, -0.004, 0.014], [-0.004, -0.005, -0.012], [0.016, -0.005, -0.003], [-0.026, -0.029, 0.006], [0.047, 0.032, 0.000], [-0.003, -0.001, -0.005], [0.001, 0.001, -0.001], [0.000, -0.003, -0.001], [0.003, -0.003, -0.002], [0.002, -0.008, -0.007]],
  "multiplicity": 4,
  "homo_ev": [-6.248, -6.936],
  "gap_ev": [6.5, 6.7],
  "lumo_ha": [0.009, -0.008],
  "energy_ha": -2977.6365,
  "max_force_ha_per_bohr": 0.0079
}